# 1
{"formula": "C14H16F3N4PdS2", "method": "ωB97M-V/def2-TZVPD", "symbols": ["Pd", "N", "N", "C", "N", "S", "H", "H", "H", "H", "H", "N", "S", "C", "C", "C", "C", "C", "C", "C", "C", "C", "C", "C", "C", "H", "H", "H", "H", "H", "H", "H", "H", "H", "H", "H", "F", "C", "F", "F"], "positions_angstrom": [[-2.52248, -0.08846, -1.46257], [-2.82798, -0.03926, 1.13783], [-2.93938, 1.29004, 1.55563], [-2.76508, 2.35194, 0.74153], [-2.85238, 3.56064, 1.30653], [-2.37888, 2.28094, -0.89747], [-3.71218, -0.53666, 1.26773], [-2.07588, -0.50946, 1.64763], [-3.23678, 1.46724, 2.51153], [-3.15048, 3.70484, 2.25653], [-2.75438, 4.36844, 0.71343], [-0.42818, -0.60516, -1.74057], [0.52292, 0.30144, -0.83357], [2.20362, 0.05604, -1.48517], [3.30052, 0.26654, -0.66697], [4.56532, 0.23564, -1.22807], [4.71802, -0.00676, -2.58417], [3.61142, -0.21886, -3.39057], [2.34092, -0.18816, -2.84027], [0.73682, -0.49776, 0.78953], [0.47452, 0.26894, 1.91513], [0.62142, -0.29296, 3.17333], [1.02722, -1.61336, 3.29853], [1.27682, -2.37446, 2.16763], [1.12702, -1.82016, 0.90743], [-0.22418, -1.60186, -1.77427], [3.17572, 0.46894, 0.38603], [5.42832, 0.41204, -0.60517], [5.70562, -0.02096, -3.01427], [3.73232, -0.39246, -4.44857], [1.46322, -0.32396, -3.45427], [0.17202, 1.30034, 1.80483], [0.43382, 0.29804, 4.05583], [1.15452, -2.04696, 4.27733], [1.59952, -3.39836, 2.26223], [1.31612, -2.41376, 0.02743], [-5.09548, -0.21716, -0.94847], [-4.33338, -0.83216, -1.93197], [-4.84628, -0.44036, -3.10767], [-4.56448, -2.15256, -1.78967]], "nbo_charge": [0.78, -0.66, -0.43, 0.31, -0.76, -0.23, 0.39, 0.39, 0.39, 0.40, 0.43, -1.27, 1.11, -0.16, -0.25, -0.19, -0.19, -0.18, -0.25, -0.26, -0.24, -0.21, -0.18, -0.21, -0.15, 0.38, 0.23, 0.23, 0.23, 0.23, 0.24, 0.23, 0.23, 0.23, 0.23, 0.22, -0.36, 0.87, -0.30, -0.31], "total_charge": 1, "homo_lumo_gap_ha": [0.258, 0.254]}


# 2
{"formula": "C48H60N2O2S2SeTeW", "method": "ωB97M-V/def2-TZVPD", "symbols": ["W", "C", "C", "C", "C", "C", "C", "C", "Se", "C", "C", "C", "C", "C", "C", "O", "C", "C", "C", "C", "C", "C", "C", "C", "C", "O", "C", "C", "C", "C", "C", "C", "H", "H", "H", "H", "H", "H", "H", "H", "H", "H", "H", "H", "H", "H", "H", "H", "H", "H", "H", "H", "H", "H", "H", "H", "H", "H", "H", "H", "H", "H", "H", "H", "H", "H", "H", "H", "H", "H", "H", "H", "C", "C", "C", "C", "C", "C", "C", "C", "C", "C", "N", "C", "C", "C", "C", "C", "N", "H", "H", "H", "H", "H", "H", "H", "H", "H", "H", "H", "H", "H", "H", "H", "H", "H", "Te", "C", "C", "C", "C", "S", "H", "H", "H", "S", "C"], "positions_angstrom": [[0.26485, -1.39327, 0.73797], [-3.96245, 0.36172, -5.39653], [-2.79365, 1.31336, -5.11784], [-3.37332, 2.58521, -4.45000], [-2.04404, 1.70226, -6.35426], [-1.86198, 0.71707, -4.05966], [-2.34404, 0.21639, -2.85248], [-1.44078, -0.29421, -1.95438], [-2.14247, -1.03440, -0.32081], [-2.44470, 0.55334, 0.64814], [-3.67339, 1.13817, 0.53296], [-3.84295, 2.42464, 1.05179], [-2.68229, 3.05303, 1.55684], [-1.38256, 2.45333, 1.70058], [-1.27744, 1.18131, 1.15397], [-0.11925, 0.49339, 1.10810], [-0.18246, 3.33047, 2.24486], [-0.48886, 3.47892, 3.72932], [1.23452, 2.65116, 2.07635], [-0.14102, 4.68093, 1.49511], [-5.22169, 3.06906, 1.04503], [-5.89016, 2.80628, -0.38031], [-6.11894, 2.41891, 2.13446], [-5.12487, 4.55779, 1.34643], [-0.04157, -0.29635, -2.05589], [0.77674, -0.83022, -1.11664], [0.46424, 0.29060, -3.21975], [-0.49236, 0.75065, -4.17106], [1.97769, 0.44096, -3.37242], [2.41561, 0.89229, -4.81306], [2.77895, -0.90217, -3.24455], [2.47708, 1.59319, -2.47118], [-4.50440, 0.77580, -6.23987], [-4.74691, 0.31209, -4.63069], [-3.56175, -0.57473, -5.73042], [-4.11608, 2.94236, -5.14078], [-2.62305, 3.27604, -4.28416], [-3.89260, 2.35096, -3.52333], [-2.76949, 2.12467, -7.03176], [-1.56079, 0.88709, -6.89917], [-1.30001, 2.52165, -6.22092], [-3.37880, 0.20965, -2.61465], [-4.50204, 0.57304, 0.10120], [-2.73086, 4.06144, 1.96584], [-0.67377, 2.52160, 4.22572], [-1.33377, 4.09980, 3.91095], [0.38426, 3.84832, 4.24368], [1.22838, 1.74069, 2.65177], [1.98026, 3.39592, 2.43311], [1.50495, 2.37220, 1.01688], [-1.00915, 5.29694, 1.59015], [0.01852, 4.59677, 0.45369], [0.71813, 5.26528, 1.86958], [-6.16022, 1.78038, -0.51179], [-5.31045, 3.15131, -1.25943], [-6.87519, 3.38104, -0.42010], [-6.30504, 1.33966, 1.84880], [-7.09436, 2.87781, 2.13374], [-5.61212, 2.41395, 3.09592], [-4.45581, 5.07742, 0.66735], [-4.82016, 4.72724, 2.37755], [-6.09685, 5.02811, 1.22568], [0.05085, 1.09806, -5.06185], [2.15615, 0.10742, -5.58051], [3.47999, 1.04856, -4.81980], [2.11467, 1.85579, -5.04844], [2.22982, -1.64770, -3.86343], [2.92729, -1.24259, -2.23762], [3.74503, -0.75571, -3.69550], [1.93708, 2.47969, -2.83261], [3.56202, 1.84829, -2.63232], [2.40332, 1.43130, -1.39529], [3.62327, -5.60175, 1.80154], [2.77945, -4.53054, 2.51938], [3.56562, -3.21242, 2.64239], [4.49076, -3.07850, 3.65936], [5.13982, -1.89753, 3.88999], [4.95207, -0.83000, 2.97695], [4.06974, -0.93777, 1.90127], [3.99896, 0.19209, 0.88524], [4.91512, -0.14495, -0.29926], [3.33099, -2.10512, 1.81673], [2.24232, -2.26279, 0.82528], [2.46159, -3.15723, -0.14501], [1.27055, -3.63565, -0.75963], [1.03327, -4.60579, -1.73166], [-0.36711, -4.73691, -1.83006], [-0.93595, -3.82925, -0.96716], [0.06160, -3.21742, -0.26452], [3.02026, -6.51602, 1.58431], [4.49666, -5.84759, 2.42149], [4.02958, -5.24154, 0.86274], [2.53633, -4.88591, 3.48210], [1.84304, -4.33905, 2.00254], [4.61630, -3.97283, 4.25848], [5.79262, -1.78227, 4.72153], [5.51362, 0.09789, 3.13763], [4.27706, 1.14958, 1.33865], [2.98058, 0.31012, 0.43225], [6.00811, -0.15526, -0.03031], [4.77530, 0.51699, -1.14046], [4.75974, -1.12981, -0.71774], [3.42640, -3.65394, -0.26247], [1.84248, -5.14376, -2.19666], [-0.91083, -5.45218, -2.46997], [-2.00024, -3.63212, -0.80674], [0.43466, -1.06267, 3.51865], [0.89088, -2.81185, 4.58827], [1.85523, -2.73428, 5.55022], [1.82628, -3.78728, 6.48706], [0.79079, -4.62267, 6.21847], [-0.10795, -4.14276, 4.84119], [2.52857, -1.87606, 5.60806], [2.48652, -3.81983, 7.36357], [0.56584, -5.58228, 6.61637], [-2.22916, -3.08667, 2.39876], [-0.99019, -2.20584, 1.92295]], "lowdin_charge": [1.39, -0.04, -0.55, -0.02, -0.06, -0.16, -0.05, -0.33, 1.25, -0.38, -0.06, -0.15, 0.06, -0.05, -0.32, -0.39, -0.48, -0.04, -0.05, -0.04, -0.53, -0.04, -0.03, -0.07, -0.31, -0.27, -0.07, 0.05, -0.48, -0.07, -0.03, -0.04, 0.08, 0.09, 0.09, 0.09, 0.07, 0.07, 0.08, 0.10, 0.10, 0.10, 0.12, 0.10, 0.09, 0.08, 0.08, 0.02, 0.10, 0.09, 0.07, 0.07, 0.10, 0.05, 0.08, 0.11, 0.10, 0.08, 0.09, 0.09, 0.09, 0.09, 0.10, 0.12, 0.07, 0.05, 0.11, 0.04, 0.07, 0.09, 0.10, 0.06, -0.07, -0.19, -0.18, -0.06, -0.05, -0.01, -0.20, -0.18, -0.08, -0.21, -0.07, -0.03, -0.32, 0.02, -0.05, -0.15, -0.15, 0.09, 0.08, 0.05, 0.08, 0.09, 0.13, 0.10, 0.12, 0.12, 0.08, 0.10, 0.05, 0.06, 0.15, 0.12, 0.12, 0.08, 1.34, -0.94, -0.28, -0.16, -0.38, 0.95, 0.10, 0.12, 0.06, 0.70, -1.20], "s2": 0.77, "total_charge": 1, "multiplicity": 2, "homo_lumo_gap_ha": [0.215, 0.203]}


# 3
{"formula": "C8H18O2P", "method": "ωB97M-V/def2-TZVPD", "symbols": ["C", "C", "C", "C", "C", "C", "C", "C", "O", "O", "P", "H", "H", "H", "H", "H", "H", "H", "H", "H", "H", "H", "H", "H", "H", "H", "H", "H", "H"], "positions_angstrom": [[3.45088, 0.08847, 0.72368], [0.77203, 0.40857, -2.56201], [-4.17800, 0.54920, 1.37295], [0.89571, -1.81009, 0.51395], [1.98125, 0.51965, 0.64108], [1.47734, -0.54283, -1.60064], [-2.66805, 0.86830, 1.33644], [1.06170, -0.43199, -0.12208], [-2.47281, 1.63194, -1.36825], [-2.54266, -0.86470, -0.79879], [-2.09255, 0.52445, -0.45321], [3.79708, 0.07289, -0.24437], [3.49242, -0.95686, 1.23677], [3.89279, 0.78451, 1.31507], [0.53674, 1.30874, -1.89203], [1.23908, 0.59182, -3.50010], [-0.11297, -0.09186, -2.67653], [-4.46393, -0.50744, 1.55047], [-4.72749, 0.95147, 2.23350], [-4.62229, 0.81662, 0.26991], [-0.24597, -2.04342, 0.63142], [1.39568, -2.45735, -0.16356], [1.42297, -1.81858, 1.54423], [1.84130, 1.48290, 0.21823], [1.62070, 0.64036, 1.76469], [1.47266, -1.59449, -1.81624], [2.54575, -0.34727, -1.67435], [-2.12267, 0.23351, 2.07893], [-2.64670, 1.99345, 1.44084]], "nbo_charge": [-0.60, -0.61, -0.63, -0.69, -0.45, -0.46, -0.78, 0.03, -1.14, -1.15, 1.90, 0.19, 0.19, 0.20, 0.22, 0.19, 0.22, 0.20, 0.19, 0.22, 0.25, 0.19, 0.18, 0.20, 0.18, 0.18, 0.16, 0.22, 0.22], "total_charge": -1, "homo_lumo_gap_ha": [0.268, 0.213]}


# 4
{"formula": "C5H10O", "method": "ωB97M-V/def2-TZVPD", "symbols": ["C", "C", "C", "C", "C", "O", "H", "H", "H", "H", "H", "H", "H", "H", "H", "H"], "positions_angstrom": [[-1.73630, -0.46745, 0.61325], [-0.81685, 0.19734, -0.36635], [0.01351, 1.35648, -0.00999], [1.36778, 0.90339, -0.53590], [1.70411, -0.41377, -0.06867], [0.50712, -1.32538, -0.43646], [-2.10583, -1.43962, 0.27625], [-1.26775, -0.57686, 1.59662], [-2.59962, 0.20283, 0.73945], [-1.06517, 0.09711, -1.41806], [-0.31622, 2.24964, -0.55234], [-0.00448, 1.56058, 1.07049], [1.53963, 1.08742, -1.59684], [2.58998, -0.84976, -0.53647], [1.76338, -0.51413, 1.02819], [0.42670, -2.06783, 0.19681]], "nbo_charge": [-0.68, 0.20, -0.52, -0.47, -0.15, -0.72, 0.22, 0.22, 0.23, 0.21, 0.24, 0.20, 0.18, 0.21, 0.16, 0.47], "homo_lumo_gap_ha": [0.261, 0.261]}